Record 1
Entry from the Open Molecules 2025 dataset: a 2-piece molecular cluster, C21H36F8N5O3S overall at a distorted geometry (ωB97M-V/def2-TZVPD).

Results
- Gap between HOMO and LUMO: 1.465 eV
- Total charge: -1
- Multiplicity: 1
- Electronic energy: -68519.998 eV

Last column: Mulliken charge in e.
Positions of all 74 atoms, in Å:
1 C 4.17 -0.51 1.83  -1.28
2 C 3.21 -1.35 0.95  0.44
3 S 3.90 -1.56 -0.71  -0.34
4 C 2.49 -2.26 -1.73  -0.60
5 N 1.25 -2.20 -0.95  0.46
6 C 0.05 -1.66 -1.51  -1.27
7 N -0.22 -0.56 -2.26  1.61
8 C 0.84 0.34 -2.70  -2.19
9 C 1.73 0.93 -1.60  0.66
10 C 1.66 2.46 -1.68  -1.34
11 N 2.65 3.13 -0.81  -0.55
12 C -1.56 -0.23 -2.67  -1.53
13 C -2.34 0.51 -1.60  -0.53
14 O -1.74 1.73 -1.22  -0.33
15 C -1.26 1.71 0.10  -0.45
16 C -2.33 2.03 1.14  1.05
17 F -3.42 1.25 1.04  -0.30
18 F -2.71 3.28 0.89  -0.35
19 C -1.75 2.02 2.58  0.62
20 F -0.41 2.01 2.58  -0.32
21 F -2.13 3.08 3.23  -0.26
22 C -2.20 0.79 3.43  0.51
23 F -1.50 0.86 4.56  -0.32
24 F -3.48 0.89 3.75  -0.30
25 C -1.88 -0.58 2.76  1.80
26 F -1.02 -1.27 3.52  -0.33
27 F -2.99 -1.32 2.63  -0.32
28 N -1.07 -2.44 -1.09  -0.03
29 C -0.49 -3.18 0.07  -1.01
30 C 0.83 -3.58 -0.61  -0.05
31 C 0.52 -4.49 -1.81  -0.87
32 C -0.60 -5.49 -1.57  0.48
33 C -1.79 -5.40 -2.49  -1.19
34 N -0.59 -6.39 -0.69  -0.74
35 H 4.47 -1.10 2.69  0.35
36 H 5.01 -0.12 1.27  0.33
37 H 3.64 0.35 2.23  0.29
38 H 3.02 -2.31 1.42  0.38
39 H 2.26 -0.82 0.94  -0.30
40 H 2.81 -3.28 -1.93  0.50
41 H 2.46 -1.74 -2.68  0.27
42 H 0.37 1.18 -3.19  0.64
43 H 1.43 -0.15 -3.51  0.46
44 H 1.47 0.57 -0.60  -0.16
45 H 2.75 0.70 -1.86  0.58
46 H 0.64 2.83 -1.56  0.27
47 H 1.93 2.69 -2.72  0.52
48 H 3.23 2.41 -0.41  0.28
49 H 3.29 3.64 -1.41  0.30
50 H -2.10 -1.13 -2.99  0.28
51 H -1.53 0.41 -3.54  0.54
52 H -2.51 -0.09 -0.70  0.25
53 H -3.34 0.71 -2.01  0.44
54 H -0.76 0.76 0.31  -0.07
55 H -0.50 2.48 0.22  0.47
56 H -1.42 -0.48 1.78  -1.13
57 H -1.81 -1.90 -0.61  0.08
58 H -0.16 -2.42 0.80  0.13
59 H -1.09 -3.95 0.53  0.59
60 H 1.51 -3.99 0.14  0.80
61 H 1.42 -5.09 -2.00  0.62
62 H 0.34 -3.94 -2.73  0.08
63 H -1.72 -6.12 -3.30  0.37
64 H -2.73 -5.46 -1.94  0.33
65 H -1.77 -4.42 -2.96  0.22
66 H 0.29 -6.33 -0.17  0.30
67 O 0.77 6.02 3.12  -0.70
68 C -0.49 5.92 2.88  0.47
69 C -1.20 7.46 2.90  -0.32
70 O -2.47 7.37 2.67  -0.65
71 H -1.10 5.34 3.60  -0.02
72 H -0.79 5.51 1.89  -0.07
73 H -0.59 8.03 2.17  0.22
74 H -0.88 7.88 3.88  0.22

***

Record 2
Entry from the Open Molecules 2025 dataset: one molecule with the formula C5H7NO (ωB97M-V/def2-TZVPD).

Results
- Gap between HOMO and LUMO: 8.863 eV
- Multiplicity: 1
- Energy relative to the best compared isomer or geometry (same formula, charge and spin): 657.07 kJ/mol
- Electronic energy: -8829.393 eV

Last column: Mulliken charge in e.
Positions of all 14 atoms, in Å:
1 O -2.02 0.84 2.35  -0.51
2 C -0.83 0.07 2.32  -0.68
3 C -0.14 0.11 1.02  0.55
4 C 0.42 0.17 -0.05  -0.23
5 C 1.10 0.25 -1.33  -0.27
6 C 0.98 -1.19 -2.56  -0.50
7 N 0.24 0.05 -2.53  -0.42
8 H -1.78 1.75 2.13  0.32
9 H -0.13 0.37 3.10  0.29
10 H -1.14 -0.96 2.54  0.29
11 H 1.72 1.14 -1.46  0.36
12 H 0.42 -1.93 -1.93  0.22
13 H 1.88 -0.60 -1.42  0.28
14 H -0.71 -0.08 -2.18  0.29

***

Record 3
Entry from the Open Molecules 2025 dataset: a 6-piece molecular cluster, C33H36F40O9S overall at a distorted geometry (ωB97M-V/def2-TZVPD).

Results
- Structure (SMILES): FC(F)C(F)(F)COC(F)(F)C(F)F.FC(F)C(F)(F)COC(F)(F)C(F)F.FC(F)C(F)(F)COC(F)(F)C(F)F.FC(F)C(F)(F)COC(F)(F)C(F)F.FC(F)C(F)(F)COC(F)(F)C(F)F.O=S1(=O)OCCC[C@@H]1CCCCO
- Gap between HOMO and LUMO: 10.573 eV
- Multiplicity: 1
- Electronic energy: -172760.007 eV

Last column: Mulliken charge in e.
Positions of all 119 atoms, in Å:
1 F -2.90 -5.90 -1.03  -0.20
2 C -3.99 -5.67 -0.26  0.05
3 F -4.83 -4.91 -1.01  -0.26
4 C -3.64 -4.96 1.05  1.04
5 F -3.13 -3.72 0.81  -0.29
6 F -4.80 -4.76 1.75  -0.32
7 C -2.68 -5.73 1.97  -0.33
8 O -1.30 -5.37 1.89  -0.42
9 C -0.56 -5.99 0.85  0.64
10 F -1.30 -6.99 0.31  -0.29
11 F 0.49 -6.60 1.45  -0.29
12 C -0.05 -4.99 -0.20  0.35
13 F -1.06 -4.30 -0.78  -0.24
14 F 0.61 -5.63 -1.21  -0.32
15 H -4.48 -6.63 -0.07  0.26
16 H -2.97 -5.48 3.00  -0.17
17 H -2.82 -6.82 1.91  0.41
18 H 0.64 -4.27 0.25  0.28
19 F -2.66 -5.42 7.30  -0.21
20 C -3.45 -5.64 6.22  0.10
21 F -2.68 -6.27 5.30  -0.24
22 C -4.02 -4.34 5.65  1.11
23 F -3.03 -3.54 5.17  -0.30
24 F -4.79 -4.67 4.56  -0.31
25 C -4.91 -3.54 6.61  -0.90
26 O -4.28 -2.46 7.30  -0.41
27 C -3.57 -2.82 8.48  0.74
28 F -3.87 -4.09 8.81  -0.27
29 F -4.09 -2.05 9.47  -0.30
30 C -2.06 -2.57 8.37  0.20
31 F -1.50 -3.26 7.35  -0.20
32 F -1.41 -2.97 9.50  -0.26
33 H -4.25 -6.33 6.52  0.24
34 H -5.67 -3.05 5.99  0.44
35 H -5.48 -4.18 7.29  0.35
36 H -1.85 -1.51 8.22  0.24
37 F 6.54 4.03 1.91  -0.24
38 C 6.51 3.16 0.87  0.07
39 F 7.80 2.92 0.55  -0.29
40 C 5.75 3.72 -0.32  0.97
41 F 6.36 4.82 -0.83  -0.25
42 F 5.78 2.78 -1.32  -0.45
43 C 4.27 4.04 -0.06  -1.08
44 O 3.96 5.41 0.23  -0.24
45 C 4.14 5.80 1.59  0.78
46 F 4.33 4.69 2.35  -0.29
47 F 2.94 6.31 1.99  -0.31
48 C 5.24 6.85 1.77  0.36
49 F 6.44 6.40 1.32  -0.22
50 F 5.41 7.15 3.09  -0.29
51 H 6.07 2.22 1.22  0.34
52 H 3.73 3.84 -1.00  0.44
53 H 3.81 3.36 0.66  0.39
54 H 5.00 7.77 1.24  0.14
55 F -9.50 -2.05 -2.64  -0.21
56 C -8.98 -3.30 -2.62  0.09
57 F -10.03 -4.16 -2.72  -0.28
58 C -8.19 -3.57 -1.34  0.86
59 F -8.99 -3.53 -0.24  -0.29
60 F -7.72 -4.86 -1.41  -0.31
61 C -6.97 -2.66 -1.13  -0.16
62 O -7.17 -1.54 -0.26  -0.42
63 C -7.75 -0.39 -0.86  0.72
64 F -7.75 -0.55 -2.21  -0.28
65 F -6.89 0.63 -0.62  -0.29
66 C -9.14 -0.05 -0.30  0.22
67 F -10.01 -1.07 -0.46  -0.21
68 F -9.68 1.03 -0.94  -0.26
69 H -8.36 -3.43 -3.51  0.28
70 H -6.22 -3.27 -0.61  -0.08
71 H -6.50 -2.36 -2.07  0.40
72 H -9.08 0.19 0.77  0.24
73 F 2.10 8.64 -3.95  -0.22
74 C 2.05 8.43 -2.62  0.09
75 F 1.16 9.33 -2.12  -0.28
76 C 3.41 8.59 -1.95  0.86
77 F 3.87 9.86 -2.07  -0.30
78 F 3.25 8.37 -0.61  -0.29
79 C 4.49 7.62 -2.45  -0.48
80 O 5.39 8.13 -3.44  -0.42
81 C 4.92 8.05 -4.78  0.73
82 F 3.80 7.29 -4.83  -0.28
83 F 5.87 7.37 -5.47  -0.29
84 C 4.72 9.44 -5.42  0.21
85 F 3.83 10.19 -4.72  -0.21
86 F 4.22 9.33 -6.68  -0.26
87 H 1.63 7.43 -2.44  0.26
88 H 5.14 7.41 -1.58  0.26
89 H 4.08 6.64 -2.73  0.36
90 H 5.66 9.98 -5.47  0.24
91 O 3.38 -0.38 -0.50  -0.55
92 S 4.24 -1.65 -0.66  1.16
93 O 4.07 -2.49 0.64  -0.71
94 O 5.87 -1.14 -0.82  -0.38
95 C 6.07 -0.25 -1.97  0.45
96 C 5.05 -0.46 -3.23  -0.62
97 C 4.53 -1.99 -3.48  -0.70
98 C 3.87 -2.72 -2.15  0.07
99 C 2.32 -3.20 -2.32  -0.61
100 C 1.17 -2.08 -2.07  -0.28
101 C 1.12 -0.85 -3.14  -0.10
102 C 0.40 0.53 -2.58  -0.62
103 O 0.64 0.81 -1.16  -0.46
104 H 5.89 0.86 -1.58  -0.28
105 H 7.21 -0.29 -2.31  0.34
106 H 4.12 0.27 -3.16  0.16
107 H 5.62 -0.13 -4.23  0.39
108 H 3.79 -1.97 -4.41  0.34
109 H 5.47 -2.62 -3.85  0.32
110 H 4.51 -3.71 -2.00  0.41
111 H 2.21 -3.57 -3.45  0.25
112 H 2.15 -4.19 -1.67  0.04
113 H 0.12 -2.65 -2.18  0.24
114 H 1.19 -1.74 -0.93  0.28
115 H 2.15 -0.55 -3.61  -0.09
116 H 0.44 -1.22 -4.05  0.38
117 H 0.90 1.43 -3.19  0.25
118 H -0.75 0.58 -2.87  0.24
119 H -0.11 0.37 -0.64  0.31